Entry 1:
2 unconnected molecules or ions with the total composition C3H9N4 at a distorted geometry, computed with wB97M-V/def2-TZVPD.

Structure (XYZ):
```
16
Properties=species:S:1:pos:R:3:forces:R:3:nbo_charge:R:1
C -1.874565 0.304827 -0.246539 1.11 -1.70 1.21 0.207
C -1.346814 -0.887383 0.524473 0.36 -1.07 1.87 -0.302
C 0.019634 1.085721 -1.506202 1.49 2.63 2.88 0.071
N -1.121858 0.963479 -0.945450 0.36 0.71 -2.55 -0.312
N 1.210220 -0.477024 -0.433205 0.76 0.44 -0.92 -0.165
N 2.353142 -0.190507 0.000737 0.34 1.52 0.44 -0.465
N -0.078054 -0.624729 1.239640 0.10 0.17 -1.57 -0.731
H -2.867694 0.614089 -0.230011 -1.86 0.21 0.46 0.226
H -2.042843 -1.066120 1.379445 -0.25 -0.74 -1.41 0.235
H -1.115541 -1.719346 -0.198196 -0.84 0.50 0.85 0.262
H 0.279510 1.081475 -2.521029 -0.19 -1.65 -1.61 0.252
H 0.485928 2.032743 -1.159733 0.35 -0.76 0.45 0.219
H 2.793805 0.734179 0.171484 -1.03 0.31 -0.94 0.345
H 2.890809 -0.767649 0.614477 0.14 -1.81 0.07 0.357
H -0.075745 0.280527 1.634088 0.32 0.61 1.06 0.382
H 0.490067 -1.364280 1.676023 -1.17 0.62 -0.28 0.419
```
Positions in Å, forces in eV/Å.

Results
**Total energy**: -338.2861 a.u.
**F_max**: 4.174 eV Å⁻¹
**Energy relative to the best compared isomer or geometry (same formula, charge and spin)**: 147.3 kcal/mol
**HOMO level (alpha / beta)**: -12.9 / -12.9 eV
**Net charge**: +1

---

Entry 2:
A gas-phase ion, C3H9N4 (charge +1) at a distorted geometry, computed with wB97M-V/def2-TZVPD.

Structure (XYZ):
```
16
Properties=species:S:1:pos:R:3:forces:R:3:nbo_charge:R:1
C 1.173181 -1.275364 -0.522797 2.91 0.41 -0.78 -0.134
C 1.337297 -0.382507 0.522302 0.79 -1.14 -0.29 -0.400
C 0.579483 0.782920 0.497245 -0.61 1.81 0.15 0.494
N 0.699068 1.864538 1.298248 1.92 -0.29 -0.05 -0.730
N -0.447759 0.779701 -0.383302 -0.90 0.43 1.24 -0.421
N -0.860014 -0.505181 -0.711210 -1.70 -1.10 -2.30 -0.225
N -2.234241 -0.808025 -0.380742 -0.32 1.95 1.44 -0.668
H 1.116858 -1.003723 -1.590309 -0.66 0.53 0.75 0.197
H 1.757327 -2.221653 -0.614358 -0.91 0.22 1.25 0.243
H 1.956174 -0.581243 1.385167 -0.13 -0.23 0.02 0.262
H 1.626446 2.179536 1.619173 -0.58 -0.84 -0.13 0.427
H 0.149022 2.670505 1.129021 -0.96 0.49 -0.24 0.407
H -1.143916 1.543865 -0.485608 0.58 -0.70 0.50 0.418
H -0.839600 -0.411174 -1.721061 -0.37 -1.07 -0.27 0.373
H -2.359420 -0.917327 0.629434 0.60 0.55 -0.04 0.368
H -2.509906 -1.714868 -0.671202 0.34 -1.01 -1.25 0.387
```
Positions in Å, forces in eV/Å.

Results
**Total energy**: -338.3628 a.u.
**F_max**: 3.065 eV Å⁻¹
**Energy relative to the best compared isomer or geometry (same formula, charge and spin)**: 99.2 kcal/mol
**SMILES**: C=CC(=[NH2+])NNN
**HOMO level**: -12.9 eV
**Net charge**: +1

---

Entry 3:
A gas-phase ion, C3H9N4 (charge +1) at a distorted geometry, computed with wB97M-V/def2-TZVPD.

Structure (XYZ):
```
16
Properties=species:S:1:pos:R:3:forces:R:3:nbo_charge:R:1
N 2.173546 0.457812 0.021519 -0.61 0.13 -0.62 -0.848
C 1.096042 -0.383838 -0.455586 1.97 0.68 -2.96 -0.094
N -0.020642 -0.080531 0.423395 -1.92 -1.44 0.80 -0.260
C -1.337819 -1.134859 0.193938 2.19 -0.49 0.42 -0.007
N -2.263193 -0.245618 -0.258978 -3.06 -0.27 0.11 -0.477
C -1.983019 0.986869 -0.185315 -0.32 -1.12 -0.45 0.305
N -0.696839 1.137757 0.179831 5.49 3.10 1.60 -0.482
H 2.928748 0.642509 -0.624659 -0.16 -0.11 -0.15 0.407
H 2.542398 0.050774 0.839731 0.92 -0.34 1.10 0.368
H 1.295234 -1.467284 -0.554299 -0.24 0.21 1.04 0.216
H 0.958316 -0.144828 -1.577240 -0.73 0.16 1.91 0.246
H 0.293770 -0.071909 1.439672 -0.38 -0.24 -1.60 0.433
H -1.361273 -1.583984 1.247906 -0.86 0.43 -1.67 0.231
H -1.036260 -1.866543 -0.618623 -0.17 0.67 1.24 0.235
H -2.663359 1.815783 -0.442103 0.67 -0.44 0.18 0.262
H 0.074344 1.887886 0.370817 -2.80 -0.94 -0.92 0.466
```
Positions in Å, forces in eV/Å.

Results
**Total energy**: -338.3899 a.u.
**F_max**: 6.503 eV Å⁻¹
**Energy relative to the best compared isomer or geometry (same formula, charge and spin)**: 82.2 kcal/mol
**SMILES**: NC[N@@H+]1CN=CN1
**HOMO level**: -14.0 eV
**Net charge**: +1

---

Entry 4:
2 unconnected molecules or ions with the total composition C3H9N4 at a distorted geometry, computed with wB97M-V/def2-TZVPD.

Structure (XYZ):
```
16
Properties=species:S:1:pos:R:3:forces:R:3:nbo_charge:R:1
C -1.774851 -0.552442 -0.046656 -2.28 1.10 -0.83 0.651
C 2.230902 0.746113 -0.047504 4.37 -3.33 0.18 -0.122
C 2.776447 -0.664291 0.292393 -4.02 2.24 -1.16 -0.585
N -0.589456 -1.005555 -0.138008 1.03 1.00 0.35 -0.756
N 0.974276 0.940770 -0.208267 -3.59 2.76 0.30 -0.528
N -2.771232 0.080276 -0.031755 3.88 -2.35 -0.22 -0.110
N -3.972887 0.468304 0.025835 -3.61 -0.17 2.04 -0.568
H 2.886096 1.559558 0.042194 0.71 1.48 0.87 0.261
H 3.181524 -1.075916 -0.542767 1.17 -1.64 -2.46 0.220
H 1.840722 -1.163273 0.562612 0.59 -0.55 0.41 0.194
H 3.474742 -0.631826 1.019094 2.04 0.13 2.64 0.235
H -0.210965 -1.805313 -0.599066 -0.82 -0.88 -0.51 0.451
H 0.153017 -0.170285 -0.209050 -0.46 -0.13 1.02 0.398
H 0.626014 1.853389 -0.489876 -0.52 -0.58 -1.02 0.411
H -4.236065 1.315419 -0.451296 0.08 -0.07 -0.16 0.425
H -4.588281 0.105065 0.822110 1.42 1.00 -1.46 0.425
```
Positions in Å, forces in eV/Å.

Results
**Multiplicity**: 3
**Total energy**: -338.1944 a.u.
**F_max**: 5.502 eV Å⁻¹
**Energy relative to the best compared isomer or geometry (same formula, charge and spin)**: 103.1 kcal/mol
**<S²>**: 2.007
**HOMO level (alpha / beta)**: -9.5 / -14.2 eV
**Net charge**: +1

---

Entry 5:
2 unconnected molecules or ions with the total composition C3H9N4O2 at a distorted geometry, computed with wB97M-V/def2-TZVPD.

Structure (XYZ):
```
18
Properties=species:S:1:pos:R:3:forces:R:3:nbo_charge:R:1
C 0.500410 0.857676 0.181331 1.21 2.00 0.71 0.600
C 2.567537 0.063687 1.173946 -0.28 1.62 0.12 -0.407
C -1.499128 -0.933009 -0.620703 -4.48 -0.54 -0.89 -0.208
N -0.389920 1.570305 0.435069 -1.92 0.18 0.75 -0.437
N 1.703377 0.466837 0.041868 0.57 -1.21 -0.31 -0.242
N -2.677283 -0.431151 -0.119664 4.80 -0.39 -1.25 0.386
N 2.107253 -0.202781 -1.121511 -4.28 -2.33 0.01 -0.613
O -3.873795 -0.721006 -0.695499 -0.63 0.70 0.67 -0.468
O -2.625147 0.406932 0.830442 -1.25 0.10 0.36 -0.512
H 2.368504 -0.984155 1.349955 1.18 -0.52 -0.49 0.243
H 3.609998 0.538263 0.960733 -1.82 -1.47 0.74 0.258
H 2.046315 0.488338 2.017574 0.62 0.76 0.65 0.227
H -1.480812 -1.584610 -1.516178 -0.59 0.52 0.82 0.238
H -0.560911 -0.688467 -0.190332 -0.39 -0.25 0.75 0.179
H -1.449211 1.299091 0.782643 0.93 -0.31 -0.88 0.470
H 1.348792 -0.218384 -1.828753 1.03 0.25 0.48 0.381
H -4.598788 -0.131281 -0.274628 1.88 -0.97 -0.45 0.528
H 2.902811 0.203716 -1.406290 3.42 1.87 -1.78 0.377
```
Positions in Å, forces in eV/Å.

Results
**Total energy**: -488.7117 a.u.
**F_max**: 4.976 eV Å⁻¹
**Energy relative to the best compared isomer or geometry (same formula, charge and spin)**: 137.9 kcal/mol
**HOMO level**: -13.8 eV
**Net charge**: +1

---

Entry 6:
2 unconnected molecules or ions with the total composition C3H9N4O3 at a distorted geometry, computed with wB97M-V/def2-TZVPD.

Structure (XYZ):
```
19
Properties=species:S:1:pos:R:3:forces:R:3:nbo_charge:R:1
C -1.586445 0.393292 -0.062547 0.15 -0.46 0.48 0.625
C 1.865455 -1.730137 0.411939 0.32 -0.52 0.04 -0.749
C 1.465219 -0.504855 -0.262844 -2.07 -0.05 -0.02 0.755
N -2.493726 0.988172 0.721582 -0.35 0.35 0.10 -0.777
N -1.552102 0.722806 -1.365475 -0.12 0.25 -0.35 -0.789
N 1.401276 0.779918 0.512053 0.24 0.41 -0.23 0.472
N -0.734534 -0.491054 0.389812 1.46 -0.39 -0.58 -0.785
O 1.209646 1.739688 -0.206119 0.11 0.50 0.06 -0.362
O 1.528927 0.750078 1.699407 0.14 0.03 0.16 -0.286
O 1.426962 -0.322939 -1.519533 0.45 0.00 0.14 -0.569
H 1.243210 -2.571360 0.105069 -0.10 0.17 -0.09 0.300
H 2.888708 -1.986976 0.113714 0.01 0.17 0.00 0.294
H 1.826668 -1.602426 1.492003 -0.03 0.03 -0.14 0.287
H -3.226276 1.566280 0.343677 0.04 -0.05 0.01 0.414
H -2.521550 0.809638 1.712424 0.08 -0.02 -0.15 0.421
H -2.257089 1.328233 -1.752160 0.09 -0.01 -0.02 0.414
H -1.060610 0.129431 -2.011326 -0.17 -0.12 0.11 0.414
H -0.735685 -0.655414 1.388078 -0.28 0.10 0.04 0.377
H 1.311946 0.657622 -1.709754 0.00 -0.40 0.44 0.543
```
Positions in Å, forces in eV/Å.

Results
**Total energy**: -564.1012 a.u.
**F_max**: 2.070 eV Å⁻¹
**Energy relative to the best compared isomer or geometry (same formula, charge and spin)**: 24.6 kcal/mol
**HOMO level (alpha / beta)**: -13.9 / -13.9 eV
**Net charge**: +1

---

Question: total energy of number 6 (C3H9N4O3)?
Answer: -564.1012 a.u.